1.
{"formula": "C28H32AlF4N5O3PS4SbSi2Te", "method": "ωB97M-V with the def2-TZVPD basis set", "elements": ["Al", "C", "Si", "C", "C", "C", "C", "C", "C", "C", "C", "N", "Si", "C", "C", "C", "H", "H", "H", "H", "H", "H", "H", "H", "H", "H", "H", "H", "H", "H", "H", "H", "H", "H", "H", "H", "H", "H", "S", "Sb", "S", "S", "S", "F", "C", "C", "F", "C", "C", "C", "F", "C", "C", "C", "N", "C", "N", "F", "C", "C", "N", "C", "N", "C", "C", "O", "P", "O", "Te", "O", "C", "C", "H", "H", "H", "H", "H", "H", "H", "H", "H", "H"], "xyz": [[0.255, -0.143, 0.400], [5.059, -0.741, -0.439], [3.206, -1.141, -0.424], [2.632, -0.694, -2.151], [2.988, -2.965, -0.048], [2.267, -0.105, 0.858], [2.295, 1.315, 0.424], [3.290, 2.284, 0.598], [3.077, 3.560, 0.115], [1.887, 3.872, -0.536], [0.940, 2.878, -0.669], [1.151, 1.649, -0.202], [2.826, -0.314, 2.641], [2.344, -1.933, 3.450], [4.708, -0.249, 2.875], [2.126, 1.102, 3.671], [5.446, -0.946, -1.442], [5.635, -1.338, 0.269], [5.254, 0.314, -0.228], [3.088, -1.390, -2.861], [2.961, 0.321, -2.397], [1.553, -0.749, -2.310], [2.945, -3.540, -0.976], [2.061, -3.165, 0.495], [3.819, -3.337, 0.558], [4.208, 2.029, 1.107], [3.841, 4.318, 0.245], [1.694, 4.863, -0.921], [-0.013, 3.043, -1.153], [2.739, -2.797, 2.912], [1.265, -2.055, 3.528], [2.774, -1.936, 4.457], [5.186, -1.158, 2.503], [4.908, -0.190, 3.950], [5.200, 0.601, 2.399], [1.070, 1.264, 3.454], [2.658, 2.040, 3.493], [2.215, 0.863, 4.735], [-1.935, -4.928, -1.318], [-0.358, -3.434, -1.924], [-0.409, -2.215, 1.387], [-1.038, -0.361, -1.530], [1.182, -4.268, -3.365], [-4.863, 5.129, -1.201], [-5.192, 4.035, -0.489], [-5.935, 4.209, 0.661], [-6.287, 5.466, 0.987], [-6.231, 3.157, 1.541], [-5.795, 1.906, 1.088], [-5.050, 1.740, -0.056], [-4.637, 0.498, -0.362], [-4.685, 2.799, -0.875], [-3.705, 2.627, -1.966], [-2.601, 1.883, -1.743], [-1.615, 1.299, -1.434], [-3.836, 3.283, -3.218], [-3.942, 3.814, -4.237], [-6.082, 0.803, 1.798], [-6.862, 3.332, 2.831], [-6.521, 2.477, 3.898], [-6.212, 1.815, 4.799], [-7.712, 4.415, 3.128], [-8.437, 5.278, 3.395], [-2.511, 3.687, 1.930], [-3.042, 2.699, 2.939], [-3.157, 1.372, 2.343], [-1.964, 0.353, 2.369], [-0.761, 0.858, 1.588], [-2.733, -1.745, 1.468], [-1.470, 0.272, 3.870], [-2.387, -0.177, 4.900], [-1.609, -0.266, 6.188], [-2.514, 4.686, 2.371], [-3.146, 3.706, 1.045], [-1.493, 3.434, 1.631], [-4.048, 2.937, 3.272], [-2.393, 2.624, 3.813], [-2.783, -1.150, 4.602], [-3.218, 0.528, 4.970], [-0.769, -0.953, 6.078], [-2.260, -0.632, 6.983], [-1.224, 0.712, 6.479]], "atomic_forces_ev_per_a": [[-0.13, -0.22, 0.13], [-0.02, -0.01, -0.05], [-0.05, -0.06, 0.01], [0.03, -0.01, 0.02], [0.03, 0.03, 0.03], [0.13, -0.01, -0.04], [0.05, 0.02, 0.02], [0.02, 0.01, -0.05], [0.02, -0.02, 0.02], [-0.01, -0.02, -0.02], [0.05, 0.05, -0.07], [-0.11, 0.06, 0.12], [-0.02, 0.03, -0.03], [0.03, 0.02, 0.00], [-0.04, 0.00, 0.02], [0.01, -0.05, -0.01], [0.01, -0.02, 0.01], [-0.02, 0.01, 0.03], [-0.01, 0.01, -0.02], [0.00, 0.02, 0.02], [-0.02, 0.01, -0.03], [0.07, 0.01, 0.04], [0.04, 0.01, 0.01], [0.00, 0.00, -0.02], [-0.01, -0.01, 0.02], [-0.01, 0.00, -0.01], [-0.01, 0.01, 0.00], [0.00, 0.00, 0.00], [0.01, 0.02, 0.03], [-0.01, 0.01, -0.01], [-0.02, 0.01, 0.01], [0.00, -0.02, -0.01], [-0.01, -0.01, -0.01], [0.01, 0.00, 0.00], [-0.01, 0.00, 0.00], [-0.04, -0.01, 0.00], [-0.01, -0.01, -0.02], [0.02, 0.01, 0.00], [-0.15, -0.12, 0.08], [0.12, 0.16, -0.11], [0.12, 0.13, 0.05], [-0.17, 0.29, -0.02], [0.07, -0.15, -0.06], [0.00, 0.00, 0.01], [0.00, 0.03, 0.01], [0.02, -0.03, 0.01], [0.00, -0.01, 0.00], [0.02, 0.00, -0.09], [-0.04, 0.03, 0.04], [0.05, -0.08, -0.07], [-0.01, 0.05, 0.02], [-0.06, -0.02, 0.04], [0.20, 0.00, -0.04], [-0.16, -0.04, 0.06], [0.07, -0.04, -0.03], [-0.03, 0.04, -0.11], [0.00, -0.01, 0.02], [-0.03, -0.04, 0.04], [0.07, -0.02, -0.03], [-0.09, 0.01, 0.15], [0.06, -0.02, -0.05], [-0.09, 0.06, 0.02], [0.02, -0.01, -0.01], [0.01, 0.05, -0.02], [0.06, -0.10, 0.01], [-0.02, 0.03, 0.01], [-0.16, -0.12, -0.15], [0.11, 0.05, -0.02], [-0.01, -0.08, -0.03], [0.05, -0.02, 0.18], [0.00, 0.04, -0.04], [0.01, -0.01, 0.02], [0.00, 0.00, 0.00], [0.03, -0.01, 0.02], [0.00, 0.00, 0.00], [-0.03, 0.04, 0.00], [-0.01, 0.04, 0.01], [0.00, -0.01, 0.00], [0.00, -0.01, 0.00], [-0.01, 0.00, 0.00], [-0.01, 0.01, 0.00], [0.00, 0.00, -0.01]], "lowdin_charge": [-0.4100, -0.1730, 0.4557, -0.1850, -0.1807, -0.3759, -0.3635, -0.0253, -0.0569, -0.0568, -0.0781, 0.0828, 0.4662, -0.1881, -0.1815, -0.1531, 0.0283, 0.0134, 0.0153, 0.0313, 0.0364, -0.0345, -0.0061, -0.0125, 0.0280, 0.0929, 0.1047, 0.1000, 0.1048, 0.0262, -0.0211, 0.0302, 0.0196, 0.0273, 0.0125, 0.0156, 0.0273, 0.0312, -0.3594, 0.1689, -0.0066, 0.5264, -0.3552, 0.0930, -0.1801, -0.1608, 0.0879, -0.0797, -0.1798, -0.1765, 0.0688, -0.0827, -0.1722, -0.1163, -0.2608, -0.2215, 0.1217, 0.0925, -0.2306, -0.2882, 0.1040, -0.2762, 0.0882, -0.0338, -0.2064, -0.2561, 0.2613, -0.2914, 0.7962, -0.2658, -0.2671, -0.0672, 0.0895, 0.0666, 0.0710, 0.0988, 0.1161, 0.0887, 0.1128, 0.0779, 0.0787, 0.0780], "e_above_lowest_kj_mol": 0.00, "homo_lumo_gap_ev": 6.013, "mol_weight_g_mol": 1054.3, "multiplicity": 1, "total_charge": -2}

***

2.
{"formula": "C15H14Cl3N6O4RuS", "method": "ωB97M-V with the def2-TZVPD basis set", "elements": ["Ru", "C", "C", "N", "N", "C", "N", "S", "C", "C", "C", "C", "C", "N", "H", "H", "H", "H", "H", "H", "H", "H", "H", "Cl", "C", "Cl", "Cl", "C", "O", "O", "C", "N", "C", "C", "C", "O", "N", "C", "O", "H", "H", "H", "H", "H"], "xyz": [[0.400, 0.349, 0.638], [4.479, 0.020, -0.725], [3.113, -0.156, -0.160], [2.366, 0.811, 0.234], [2.833, 2.085, 0.114], [2.081, 2.907, 0.764], [2.306, 4.217, 0.680], [0.805, 2.359, 1.840], [2.518, -1.472, 0.038], [3.141, -2.657, -0.272], [2.499, -3.852, 0.017], [1.254, -3.830, 0.627], [0.665, -2.617, 0.894], [1.282, -1.467, 0.590], [4.713, 1.072, -0.820], [4.541, -0.449, -1.709], [5.218, -0.457, -0.077], [3.060, 4.563, 0.114], [1.731, 4.866, 1.179], [4.122, -2.648, -0.729], [2.977, -4.794, -0.218], [0.735, -4.742, 0.890], [-0.306, -2.544, 1.353], [-3.092, 1.989, -2.310], [-1.689, 2.952, -1.782], [-0.703, 3.372, -3.175], [-2.232, 4.413, -0.966], [-0.913, 2.062, -0.772], [0.134, 1.470, -1.159], [-1.330, 1.921, 0.381], [-4.501, -1.309, -1.247], [-3.586, -0.866, -0.180], [-4.066, -0.487, 1.045], [-3.291, -0.111, 2.080], [-1.884, -0.119, 1.870], [-0.940, 0.158, 2.671], [-1.444, -0.485, 0.635], [-2.222, -0.839, -0.449], [-1.750, -1.131, -1.530], [-5.298, -1.910, -0.814], [-3.940, -1.896, -1.959], [-4.937, -0.455, -1.762], [-5.144, -0.510, 1.140], [-3.705, 0.216, 3.022]], "atomic_forces_ev_per_a": [[-2.89, 3.38, 1.44], [0.01, -0.17, -0.07], [0.23, -0.19, -0.08], [0.25, -0.01, 0.12], [0.04, -0.40, -0.48], [-0.12, 0.39, 0.40], [-0.10, 0.03, 0.20], [0.63, -1.04, -0.22], [-0.15, -0.05, 0.06], [0.30, -0.38, -0.08], [0.05, -0.07, 0.02], [0.15, -0.21, -0.04], [-0.01, 0.24, 0.07], [0.37, 0.44, -0.37], [0.02, 0.07, 0.01], [-0.01, 0.00, 0.04], [-0.01, 0.01, -0.01], [0.13, 0.00, -0.04], [-0.07, 0.15, 0.03], [-0.08, -0.01, 0.04], [-0.02, 0.04, 0.00], [0.03, 0.04, -0.03], [-0.09, 0.09, 0.00], [0.10, 0.05, 0.08], [0.05, -0.18, 0.05], [0.04, -0.07, 0.10], [0.01, -0.01, 0.08], [0.03, 0.28, -0.88], [0.47, -0.84, -0.19], [0.29, -0.07, 0.02], [0.01, 0.21, 0.29], [-0.27, -0.09, 0.18], [-0.12, -0.14, -0.47], [0.15, 0.26, 0.53], [0.61, -0.68, -0.22], [0.03, -0.19, -0.62], [-0.29, -0.87, -0.18], [0.10, 0.04, 0.16], [-0.02, 0.08, 0.20], [0.04, -0.01, 0.04], [0.12, -0.10, -0.07], [0.02, 0.07, 0.01], [0.00, -0.01, -0.05], [-0.02, -0.10, -0.06]], "lowdin_charge": [1.3990, 0.0051, -0.2356, -0.1290, 0.0281, -0.7698, 0.1374, 0.8872, -0.1871, 0.0246, -0.0013, -0.0099, -0.0603, -0.0204, 0.0748, 0.1027, 0.1049, 0.1237, 0.1048, 0.1273, 0.1279, 0.1258, 0.1212, 0.6651, -1.5031, 0.6605, 0.6549, -0.8054, -0.0899, -0.1265, 0.0036, -0.0318, -0.0172, 0.0303, -0.5063, -0.0643, -0.0307, -0.5302, 0.0663, 0.0977, 0.0919, 0.0841, 0.1429, 0.1269], "e_above_lowest_kj_mol": 142.64, "homo_lumo_gap_ev": 6.574, "mol_weight_g_mol": 581.8, "multiplicity": 1, "total_charge": 1}

***

3.
{"formula": "C6H14N2O", "method": "ωB97M-V with the def2-TZVPD basis set", "elements": ["C", "C", "C", "N", "C", "C", "H", "H", "H", "H", "H", "H", "H", "H", "H", "H", "H", "N", "C", "O", "H", "H", "H"], "xyz": [[1.497, 1.045, 0.423], [0.830, -0.053, -1.621], [-1.429, 0.971, 1.418], [0.551, 0.104, -0.186], [-1.248, 0.338, 0.063], [-2.009, 0.704, -0.985], [1.316, 1.114, 1.493], [2.523, 0.709, 0.259], [0.651, 0.902, -2.111], [1.857, -0.386, -1.765], [0.153, -0.794, -2.038], [1.353, 2.026, -0.029], [-2.496, 1.022, 1.634], [-1.023, 1.984, 1.438], [-0.971, 0.399, 2.223], [-1.938, 0.236, -1.954], [-2.859, 1.346, -0.807], [1.159, -2.302, 0.025], [0.356, -1.229, 0.537], [-0.989, -1.333, 0.338], [1.409, -2.954, 0.755], [0.646, -2.803, -0.692], [0.661, -1.045, 1.581]], "atomic_forces_ev_per_a": [[-0.20, -0.18, -0.08], [-0.11, -0.04, 0.34], [0.08, 0.02, -0.04], [0.27, -0.41, 0.18], [-0.27, -1.11, 0.40], [0.16, -0.24, -0.01], [-0.04, 0.00, 0.02], [0.00, 0.04, -0.03], [0.00, 0.01, -0.01], [0.01, 0.06, 0.00], [-0.05, 0.00, 0.00], [0.04, 0.00, -0.01], [0.01, 0.03, -0.03], [-0.04, -0.02, 0.00], [0.05, -0.06, -0.06], [-0.01, -0.11, -0.02], [0.16, 0.22, 0.02], [-0.09, 0.09, 0.01], [0.20, 0.55, -0.29], [-0.13, 1.09, -0.31], [-0.03, 0.05, -0.02], [-0.01, 0.02, 0.03], [-0.01, 0.00, -0.08]], "lowdin_charge": [-0.0384, -0.0522, -0.0482, -0.2104, -0.3539, -0.0239, 0.0840, 0.0966, 0.0961, 0.0898, 0.0927, 0.1005, 0.0890, 0.0819, 0.0763, 0.0360, 0.0441, 0.0963, -0.4933, -0.0719, 0.0786, 0.0870, 0.1433], "e_above_lowest_kj_mol": 387.87, "homo_lumo_gap_ev": 7.979, "mol_weight_g_mol": 130.2, "multiplicity": 1}

***

4.
{"formula": "C8H10O2P", "method": "ωB97M-V with the def2-TZVPD basis set", "elements": ["C", "C", "C", "C", "C", "C", "C", "C", "O", "O", "P", "H", "H", "H", "H", "H", "H", "H", "H", "H", "H"], "xyz": [[2.214, -1.887, -0.735], [2.012, -0.650, -1.421], [1.183, -2.378, 0.009], [0.852, 0.097, -1.233], [0.041, -1.607, 0.177], [-0.202, -0.356, -0.494], [-1.107, -2.123, 0.900], [-0.464, 3.112, 0.540], [-3.000, 2.433, 1.370], [-1.573, 3.418, -0.382], [-3.035, 2.649, -0.085], [3.201, -2.287, -0.809], [2.826, -0.211, -1.930], [1.157, -3.415, 0.407], [0.877, 0.950, -1.925], [-1.865, -2.520, 0.283], [-0.854, -2.921, 1.610], [-1.738, -1.413, 1.355], [-0.936, 2.678, 1.482], [0.135, 4.060, 0.727], [0.275, 2.369, 0.153]], "atomic_forces_ev_per_a": [[0.42, 2.44, -1.70], [0.12, -1.58, 2.20], [-1.06, -1.00, 0.81], [1.38, -0.44, -1.81], [-0.10, 1.66, -1.63], [-0.91, -0.19, 1.22], [-0.38, -1.75, 1.36], [0.22, 0.22, 1.01], [-1.28, -0.49, 0.15], [-0.32, -1.22, -0.08], [2.75, 0.97, 0.43], [0.38, -0.83, -0.04], [0.94, 0.31, -0.80], [0.43, 0.70, 0.03], [-0.71, 0.39, 0.52], [-0.61, -1.04, -1.47], [-0.02, 0.08, 0.14], [-0.03, 1.49, 1.12], [1.04, 0.84, -1.13], [-1.12, -0.91, -0.09], [-1.12, 0.37, -0.25]], "lowdin_charge": [-0.1481, -0.1478, -0.1280, -0.2502, -0.3692, -0.0931, -0.1416, -0.1648, -0.5148, -0.4981, 0.8235, 0.0633, 0.0520, 0.0976, 0.0617, 0.0485, 0.0667, 0.0421, 0.0662, 0.0818, 0.0521], "e_above_lowest_kj_mol": 331.05, "homo_lumo_gap_ev": 5.563, "mol_weight_g_mol": 169.1, "multiplicity": 1, "total_charge": -1}